1.
ORCA calculation (ωB97M-V with the def2-TZVPD basis set) on a molecular structure, C35H60AsBaIN16O4P2S2.

Values from the calculation:
M   1234.21 Da
Net charge   -2

Each line ends with the Löwdin charge.
CARTESIAN COORDINATES (ANGSTROEM)
1 Ba -0.405 -1.003 0.561  1.396
2 I -3.716 -6.594 -2.377  0.774
3 As -2.104 0.659 -4.458  0.630
4 S -2.558 -0.471 -2.775  0.137
5 S 2.236 1.504 -3.673  0.402
6 P -1.345 2.910 1.184  0.756
7 P 2.553 -1.460 2.333  0.761
8 O 3.185 -2.931 2.245  -0.354
9 O -4.128 -0.293 0.391  -0.141
10 O 2.288 -1.370 3.928  -0.338
11 O 3.863 -0.474 2.271  -0.338
12 N -1.235 1.437 0.779  -0.506
13 N -0.096 -3.389 2.033  -0.116
14 N 0.558 -2.771 -1.828  0.027
15 N 1.411 0.144 -1.344  -0.067
16 N -2.383 -3.119 -0.352  -0.031
17 N -3.342 -0.767 2.998  -0.134
18 N 0.507 -4.497 1.548  -0.118
19 N -0.815 -2.783 4.257  0.111
20 N 6.718 -3.755 -2.803  0.112
21 N -3.769 -0.994 4.197  -0.093
22 N 6.945 -1.404 -3.103  0.067
23 N 0.712 -5.341 2.507  -0.113
24 N -3.657 -2.802 -0.600  -0.025
25 N -2.897 -1.784 4.842  0.007
26 N -2.162 -1.388 2.797  -0.074
27 N 0.248 -4.838 3.665  0.005
28 C -0.728 -0.072 -5.599  -0.271
29 C -3.213 5.171 0.632  -0.097
30 C -3.393 -4.789 -1.438  -0.784
31 C 4.838 -4.798 -1.748  -0.036
32 C 2.489 -4.118 -2.274  -0.221
33 C -0.296 4.055 -1.099  -0.114
34 C 4.297 -0.106 0.957  -0.144
35 C 1.358 3.165 0.447  -0.111
36 C 1.346 -0.398 4.388  -0.133
37 C -3.016 3.652 0.594  -0.578
38 C 5.523 -3.580 -2.225  -0.275
39 C 0.048 3.972 0.392  -0.584
40 C 1.760 0.705 -2.304  -0.990
41 C -1.533 2.463 -4.111  -0.249
42 C -2.047 2.059 3.748  -0.114
43 C 3.521 -5.010 -1.717  -0.032
44 C -3.233 3.163 -0.855  -0.130
45 C -1.252 3.190 3.079  -0.591
46 C -1.721 4.538 3.637  -0.096
47 C -1.936 -2.009 3.949  -0.510
48 C 5.763 -1.237 -2.500  -0.113
49 C -0.242 -3.651 3.326  -0.519
50 C 3.777 -3.628 3.340  -0.121
51 C 2.554 -3.611 -3.567  -0.035
52 C 5.013 -2.295 -2.030  -0.003
53 C -4.123 3.006 1.444  -0.100
54 C 0.205 2.992 3.515  -0.111
55 C 1.615 -2.681 -3.970  -0.045
56 C 1.436 -3.703 -1.460  -0.095
57 C 7.352 -2.661 -3.209  -0.236
58 C 0.318 5.383 0.921  -0.094
59 C -3.628 0.853 -5.636  -0.279
60 C 0.657 -2.268 -3.055  -0.175
61 C -4.306 -3.772 -1.256  -0.171
62 C -2.203 -4.332 -0.850  -0.223
63 H -0.065 -1.502 -3.301  0.023
64 H -1.520 4.561 4.715  0.080
65 H 3.345 -3.931 -4.236  0.119
66 H 1.817 0.584 4.452  0.075
67 H 4.178 -4.554 2.934  0.081
68 H -4.247 5.398 0.342  0.079
69 H 0.468 -0.342 3.738  0.048
70 H 0.234 0.078 -5.107  -0.027
71 H -2.976 3.939 -1.580  0.050
72 H 3.162 -5.904 -1.217  0.118
73 H 3.017 -3.862 4.085  0.072
74 H 1.009 -0.716 5.372  0.087
75 H -1.746 1.977 4.799  0.082
76 H 5.507 -5.561 -1.369  0.102
77 H -0.531 2.420 -3.685  -0.012
78 H -0.563 6.022 0.914  0.056
79 H 4.067 -2.129 -1.537  0.113
80 H -1.200 5.385 3.190  0.057
81 H -2.628 2.279 -1.067  0.023
82 H 1.641 -2.241 -4.959  0.098
83 H 1.883 3.278 1.393  0.060
84 H -0.926 -1.133 -5.748  0.034
85 H -1.858 1.110 3.246  0.028
86 H -2.791 4.692 3.511  0.054
87 H 0.837 3.844 3.271  0.055
88 H -3.990 -1.873 -0.278  0.085
89 H -1.137 4.717 -1.305  0.054
90 H -3.954 -0.137 -5.951  0.027
91 H 1.074 5.859 0.283  0.079
92 H 4.963 0.748 1.067  0.081
93 H 1.155 2.108 0.273  0.025
94 H 0.231 2.867 4.604  0.080
95 H -5.090 3.196 0.967  0.080
96 H -4.283 2.900 -1.012  0.080
97 H 0.571 4.430 -1.653  0.083
98 H -4.170 3.421 2.449  0.056
99 H -0.922 -3.227 5.157  0.118
100 H 2.028 3.512 -0.347  0.079
101 H -3.481 0.299 -0.022  -0.027
102 H -2.562 5.688 -0.072  0.054
103 H 0.719 5.375 1.935  0.053
104 H -0.530 3.057 -1.470  0.056
105 H 3.453 0.169 0.318  0.047
106 H -3.052 5.596 1.621  0.053
107 H -1.513 3.040 -5.037  0.038
108 H 4.577 -3.039 3.792  0.079
109 H 8.317 -2.818 -3.681  0.095
110 H -1.252 -4.827 -0.742  0.088
111 H 0.633 2.100 3.058  0.058
112 H 1.335 -4.090 -0.446  0.076
113 H -4.429 1.329 -5.074  0.029
114 H -3.122 2.224 3.730  0.058
115 H -3.899 -0.307 1.357  -0.007
116 H 5.406 -0.219 -2.394  0.110
117 H -5.340 -3.675 -1.540  0.111
118 H -2.225 2.904 -3.395  0.011
119 H -3.362 1.458 -6.503  0.025
120 H -0.726 0.453 -6.555  0.032
121 H 4.848 -0.929 0.492  0.063
122 H -3.991 1.926 1.524  0.057

Forces on atoms 1 to 6 (eV/Å):
Ba -0.5640 0.0686 -0.5002
I -0.0204 -0.0323 -0.0212
As 0.0473 0.0432 0.1063
S -0.0327 -0.0388 -0.0812
S 0.0178 -0.0536 -0.0238
P 0.0131 -0.0222 0.0795

=====

2.
ORCA calculation (ωB97M-V with the def2-TZVPD basis set) on 5 unconnected molecules or ions with the total composition CH10O6 in a non-equilibrium geometry.

Values from the calculation:
Structure (SMILES)   O=CO.O.O.O.O
Energy relative to the best compared isomer or geometry (same formula, charge and spin)   3.047 eV
M   118.09 Da
Net charge   0

Each line ends with the Löwdin charge.
CARTESIAN COORDINATES (ANGSTROEM)
1 O 0.783 2.074 1.446  -0.082
2 O -5.647 -3.154 -1.720  0.092
3 O 3.008 -2.558 0.498  -0.092
4 O -5.640 -1.305 -0.304  0.120
5 O 4.272 0.655 1.119  -0.099
6 O 0.829 2.964 -1.345  -0.055
7 C -5.181 -2.174 -1.169  -0.394
8 H 3.701 -2.729 -0.213  0.072
9 H -0.023 2.167 0.868  0.035
10 H 1.346 2.598 0.852  0.017
11 H -0.093 2.720 -1.047  0.066
12 H 1.068 2.055 -1.319  0.017
13 H 4.443 1.580 1.354  0.031
14 H -5.568 -1.600 0.532  0.054
15 H 4.603 0.042 1.842  0.071
16 H -4.400 -1.532 -1.579  0.128
17 H 2.499 -1.805 0.185  0.020

Forces on atoms 1 to 6 (eV/Å):
O -1.1820 0.5615 -1.7123
O 0.5819 1.3898 2.3542
O 1.4028 -0.5290 -1.3023
O -2.1172 1.7320 -1.5282
O 0.4511 -0.9539 0.8673
O -2.4125 -0.1367 0.7984

=====

3.
ORCA calculation (ωB97M-V with the def2-TZVPD basis set) on a molecular structure, C10H13NO in a non-equilibrium geometry.

Values from the calculation:
Energy relative to the best compared isomer or geometry (same formula, charge and spin)   4.228 eV
M   163.22 Da
Net charge   0

Each line ends with the Löwdin charge.
CARTESIAN COORDINATES (ANGSTROEM)
1 O 2.949 0.488 0.380  -0.038
2 N 1.866 0.067 0.130  -0.208
3 C 1.490 -1.076 -0.196  -0.155
4 C 2.458 -2.204 -0.140  -0.056
5 C 0.500 1.391 0.678  -0.090
6 C -3.206 -0.677 0.369  -0.139
7 C -0.803 0.662 0.604  -0.236
8 C -1.473 0.188 1.717  -0.023
9 C -1.317 0.360 -0.692  -0.019
10 C -2.567 -0.313 -0.751  -0.087
11 C 0.887 2.541 -0.251  -0.065
12 C -2.751 -0.450 1.637  -0.054
13 H 2.409 -2.921 -0.895  0.053
14 H -3.332 -0.744 2.475  0.095
15 H 2.476 -2.720 0.778  0.067
16 H -4.268 -0.974 0.282  0.119
17 H -0.793 0.751 -1.568  0.109
18 H 0.504 2.178 -1.201  0.052
19 H -1.209 0.432 2.723  0.102
20 H 0.408 3.460 0.028  0.076
21 H 2.003 2.565 -0.420  0.096
22 H -2.898 -0.554 -1.736  0.098
23 H 0.865 1.613 1.680  0.121
24 H 0.537 -1.487 -0.438  0.108
25 H 3.428 -1.703 -0.148  0.074

Forces on atoms 1 to 6 (eV/Å):
O 3.8725 1.2507 0.6603
N -5.3585 2.9916 1.2340
C -0.1293 -4.0584 -0.4867
C 1.9411 2.1984 0.1578
C 1.7649 -1.1352 -0.5964
C -3.5076 -0.6249 1.0867

=====

4.
ORCA calculation (ωB97M-V with the def2-TZVPD basis set) on a molecular structure, C37H39N5O2SSiSn.

Values from the calculation:
Energy relative to the best compared isomer or geometry (same formula, charge and spin)   0.440 eV
M   764.62 Da
Net charge   +2

Each line ends with the Löwdin charge.
CARTESIAN COORDINATES (ANGSTROEM)
1 Sn -0.206 0.627 1.042  1.133
2 S -0.784 2.592 2.388  0.730
3 Si -0.946 -2.569 0.927  0.618
4 O -0.094 6.137 -4.594  0.154
5 O 2.086 6.475 -4.757  0.149
6 N 1.749 0.339 2.134  -0.017
7 N 1.515 2.141 0.081  0.051
8 N -2.005 1.778 0.219  -0.072
9 N 0.293 -0.592 -0.867  -0.244
10 N -2.963 3.670 1.283  0.139
11 C 2.399 4.211 -2.884  0.009
12 C 0.270 3.853 -1.140  0.005
13 C 2.634 -4.562 1.757  -0.061
14 C -0.067 0.177 -2.110  -0.181
15 C 1.751 -1.020 -0.928  -0.151
16 C 2.577 2.137 0.780  -0.044
17 C -3.640 -3.134 0.274  -0.105
18 C 2.529 -4.772 3.125  -0.062
19 C -2.422 -3.661 0.719  -0.254
20 C 1.844 -0.835 -3.427  -0.150
21 C 1.432 3.108 -0.981  -0.268
22 C 4.045 0.259 3.668  0.015
23 C 0.383 -3.692 3.121  -0.120
24 C -4.752 -3.942 0.116  -0.068
25 C -2.980 1.803 -0.707  -0.078
26 C 1.395 -4.346 3.807  -0.068
27 C 1.862 -0.540 3.130  -0.061
28 C -3.918 3.713 0.349  -0.272
29 C 3.003 -0.614 3.917  0.018
30 C -4.933 4.796 0.466  0.000
31 C -2.060 2.715 1.200  -0.810
32 C 0.329 -0.543 -3.389  -0.137
33 C 1.008 5.907 -4.197  -0.475
34 C 2.761 1.190 1.885  -0.240
35 C -0.572 -1.823 -0.791  -0.203
36 C 0.478 -3.449 1.743  -0.274
37 C -3.959 2.760 -0.680  0.026
38 C 2.508 -0.440 -2.110  -0.165
39 C 3.920 1.181 2.632  0.039
40 C -3.467 -5.840 0.849  -0.059
41 C -2.353 -5.026 1.005  -0.079
42 C 2.501 3.289 -1.851  -0.022
43 C -4.665 -5.299 0.406  -0.057
44 C 1.612 -3.912 1.075  -0.089
45 C 1.235 4.947 -3.054  -0.108
46 C -1.325 -0.994 1.863  -0.314
47 C 0.173 4.763 -2.174  0.029
48 H 3.528 -0.825 -2.065  0.133
49 H 2.889 6.324 -4.247  0.110
50 H -4.445 5.733 0.728  0.099
51 H -5.614 4.551 1.285  0.108
52 H 3.318 -5.291 3.655  0.115
53 H 3.054 -1.350 4.706  0.130
54 H -5.688 -3.521 -0.228  0.111
55 H 1.032 -1.214 3.288  0.096
56 H -1.142 0.338 -2.080  0.093
57 H 4.945 0.229 4.266  0.135
58 H 0.031 0.089 -4.226  0.127
59 H 1.763 -2.104 -1.018  0.098
60 H -4.733 2.780 -1.432  0.129
61 H -0.545 3.737 -0.446  0.086
62 H 2.239 -0.786 0.016  0.099
63 H -3.400 -6.896 1.076  0.114
64 H -2.956 1.044 -1.477  0.117
65 H -0.249 -1.462 -3.487  0.113
66 H -5.533 -5.933 0.286  0.115
67 H 1.701 -3.797 0.000  0.090
68 H 2.016 -1.896 -3.611  0.121
69 H 2.581 0.645 -2.031  0.080
70 H 3.502 -4.921 1.219  0.113
71 H -1.563 -1.556 -1.174  0.094
72 H 3.228 4.307 -3.575  0.129
73 H -3.733 -2.073 0.050  0.092
74 H -1.193 -1.003 2.945  0.026
75 H 2.318 -0.301 -4.250  0.119
76 H 0.411 1.152 -2.060  0.099
77 H -2.361 -0.697 1.671  0.026
78 H -5.513 4.913 -0.446  0.090
79 H -1.424 -5.464 1.353  0.102
80 H -0.188 -2.573 -1.485  0.106
81 H -0.505 -3.385 3.667  0.115
82 H 4.711 1.884 2.409  0.136
83 H 3.372 2.860 0.608  0.156
84 H 1.293 -4.542 4.867  0.115
85 H -0.727 5.344 -2.322  0.135
86 H 3.403 2.697 -1.757  0.118

Forces on atoms 1 to 6 (eV/Å):
Sn -0.0448 -0.1026 -0.1364
S 0.0290 0.0531 -0.0582
Si 0.0467 0.0315 0.0577
O -0.0216 -0.0078 -0.0090
O -0.0286 -0.0089 -0.0059
N 0.0373 -0.0145 0.0337

=====

5.
ORCA calculation (ωB97M-V with the def2-TZVPD basis set) on 2 unconnected molecules or ions with the total composition C4H7NO.

Values from the calculation:
Energy relative to the best compared isomer or geometry (same formula, charge and spin)   4.911 eV
M   85.11 Da
Net charge   0

Each line ends with the Löwdin charge.
CARTESIAN COORDINATES (ANGSTROEM)
1 O -1.242 2.003 -0.837  0.007
2 N -1.799 0.066 0.233  0.107
3 C 1.428 -0.544 -0.447  -0.232
4 C 1.420 -0.168 0.987  -0.230
5 C -1.539 0.825 -0.866  -0.438
6 C 0.473 -1.223 0.493  0.074
7 H 1.002 0.801 1.257  0.101
8 H 2.195 -1.204 -0.850  0.100
9 H -1.822 -0.942 0.189  0.075
10 H 2.189 -0.522 1.673  0.098
11 H -1.721 0.491 1.146  0.113
12 H 1.039 0.168 -1.172  0.091
13 H -1.624 0.249 -1.806  0.134

Forces on atoms 1 to 6 (eV/Å):
O -0.1220 -0.4023 0.0143
N 0.0670 0.1880 0.0289
C -0.0398 -0.0619 -0.1129
C -0.0690 -0.0091 0.1215
C 0.0111 0.0597 0.0835
C 0.3382 0.2058 -0.0419

=====

6.
ORCA calculation (ωB97M-V with the def2-TZVPD basis set) on a molecular structure, C7H14N2O4S in a non-equilibrium geometry.

Values from the calculation:
Energy relative to the best compared isomer or geometry (same formula, charge and spin)   6.110 eV
M   222.27 Da
Net charge   0

Each line ends with the Löwdin charge.
CARTESIAN COORDINATES (ANGSTROEM)
1 S -1.631 3.183 -0.141  0.644
2 O -1.039 -0.426 1.965  0.003
3 O 2.101 0.444 -0.802  -0.205
4 O -1.968 -1.676 -1.256  0.041
5 O -3.766 -0.235 -1.624  -0.041
6 N 1.484 -0.757 2.818  0.073
7 N -0.411 0.113 -0.221  0.085
8 C -2.457 -0.448 -1.365  -0.422
9 C 2.332 -0.484 0.445  -0.354
10 C 1.390 0.011 1.596  -0.261
11 C -1.913 1.913 -1.451  -0.483
12 C -0.144 -0.170 1.075  -0.351
13 C -1.755 0.596 -0.649  -0.359
14 C 2.042 -1.862 -0.046  -0.089
15 H -1.065 2.166 -2.206  0.104
16 H 2.838 -2.185 -0.911  0.127
17 H 2.213 -2.711 0.710  0.103
18 H 1.702 1.007 1.451  0.125
19 H 1.894 0.072 3.362  0.122
20 H -1.848 4.384 -1.042  -0.050
21 H 0.663 -0.968 3.290  0.036
22 H -2.991 1.807 -1.808  0.099
23 H 0.947 -1.754 -0.319  0.077
24 H -2.339 0.746 0.237  0.129
25 H 3.421 -0.398 0.711  0.144
26 H -2.887 -2.498 -1.179  0.323
27 H 0.305 -0.051 -1.001  0.154
28 H 2.883 0.183 -1.641  0.226

Forces on atoms 1 to 6 (eV/Å):
S -0.8650 2.5201 -2.2028
O 2.8378 1.0187 -3.3636
O 3.9098 -1.9309 -1.7966
O -3.5573 -3.3006 0.0555
O 6.7936 -1.2853 0.4533
N 4.8099 4.0314 0.2268

=====

| no. | total energy (eV) |
| --- | --- |
| 1 | -179186.93704 |
| 2 | -13482.25727 |
| 3 | -14114.20621 |
| 4 | -75080.73501 |
| 5 | -7794.73331 |
| 6 | -29486.50978 |